Entry 1:
{"formula": "C2H10NO5", "method": "ωB97M-V with the def2-TZVPD basis set", "symbols": ["C", "N", "C", "O", "O", "H", "H", "H", "H", "H", "H", "O", "H", "H", "O", "H", "H", "O"], "coordinates": [[0.711, -2.197, 0.264], [-0.134, -1.094, 0.008], [0.311, 0.249, -0.204], [-0.510, 0.924, -0.850], [1.392, 0.568, 0.258], [1.585, -2.201, -0.395], [1.095, -2.089, 1.289], [0.137, -3.118, 0.252], [-1.049, -1.234, -0.436], [-2.309, -0.100, -0.993], [-3.581, 0.031, -0.176], [-3.086, -0.613, -0.691], [-2.059, 1.999, 1.332], [-1.895, 2.222, -0.134], [-2.584, 2.236, 0.545], [4.368, -0.909, 0.049], [3.267, -0.113, 0.694], [4.218, -0.060, 0.489]], "forces_ev_per_a": [[0.1, -0.3, 0.9], [-0.9, -0.4, -1.3], [1.1, 1.6, 0.6], [-0.7, -0.7, -0.6], [0.4, -0.5, 0.4], [-0.1, 0.0, -0.1], [0.2, 0.1, -0.2], [0.1, 0.0, -0.4], [-0.2, -0.4, 0.8], [-0.7, 0.3, 0.0], [0.0, 0.2, 0.1], [0.8, -0.2, -0.3], [-0.5, 0.2, -0.3], [-0.1, 0.0, -0.2], [0.5, -0.2, 0.6], [0.3, 0.3, 0.1], [0.2, 0.5, -0.1], [-0.4, -0.8, 0.0]], "lowdin_charge": [-0.01, 0.19, -0.70, 0.06, 0.07, 0.12, 0.13, 0.10, 0.13, 0.00, 0.03, -0.07, 0.05, 0.01, -0.07, 0.03, -0.01, -0.07], "e_above_lowest_kcal_mol": 0.0, "multiplicity": 2, "homo_ev": [-11.03, -10.80], "largest_force_ev_per_a": 2.07, "charge": 0, "lumo_ev": [0.097, -4.381]}


Entry 2:
{"formula": "C30H39CaN10O2S", "method": "ωB97M-V with the def2-TZVPD basis set", "symbols": ["Ca", "N", "C", "C", "C", "C", "C", "C", "S", "O", "O", "N", "C", "N", "C", "C", "C", "N", "H", "H", "H", "H", "H", "H", "H", "H", "H", "C", "N", "C", "C", "N", "C", "C", "C", "C", "C", "C", "C", "C", "C", "N", "C", "N", "C", "C", "N", "C", "C", "C", "N", "C", "C", "H", "H", "H", "H", "H", "H", "H", "H", "H", "H", "H", "H", "H", "H", "H", "H", "H", "H", "H", "H", "H", "H", "H", "H", "H", "H", "H", "H", "H", "H"], "coordinates": [[-0.396, -0.628, -0.288], [-1.771, -6.038, -6.558], [-1.600, -5.210, -5.485], [-0.793, -5.605, -4.405], [-0.646, -4.788, -3.308], [-1.310, -3.567, -3.270], [-2.120, -3.159, -4.321], [-2.265, -3.976, -5.421], [-1.023, -2.497, -1.919], [-2.168, -1.616, -1.712], [-0.669, -3.256, -0.729], [0.166, -1.461, -2.187], [1.459, -1.837, -1.989], [2.158, -1.041, -1.148], [3.465, -1.277, -1.054], [4.091, -2.301, -1.736], [3.265, -3.122, -2.493], [1.966, -2.904, -2.622], [-1.150, -6.820, -6.662], [-2.184, -5.677, -7.399], [-0.288, -6.563, -4.445], [-0.033, -5.082, -2.469], [-2.647, -2.216, -4.255], [-2.899, -3.672, -6.244], [4.027, -0.620, -0.398], [5.156, -2.464, -1.668], [3.648, -3.990, -3.020], [1.617, -0.588, 4.847], [1.070, 0.074, 3.673], [1.464, 1.470, 3.525], [0.468, -0.636, 2.676], [-0.503, -0.176, 1.908], [-1.301, 0.879, 2.440], [-1.942, 0.638, 3.634], [-2.565, 1.663, 4.361], [-2.491, 2.946, 3.906], [-1.905, 3.234, 2.651], [-1.833, 4.578, 2.217], [-1.287, 4.881, 1.005], [-0.892, 3.847, 0.147], [-0.990, 2.516, 0.500], [-0.770, 1.566, -0.527], [-1.427, 1.771, -1.665], [-2.696, 2.242, -1.705], [-3.219, 3.014, -2.819], [-3.614, 2.062, -0.594], [-0.827, 1.536, -2.860], [0.617, 1.639, -3.019], [-1.512, 0.861, -3.952], [-1.385, 2.179, 1.837], [0.910, -1.917, 2.506], [0.001, -3.035, 2.298], [2.325, -2.240, 2.525], [1.239, -0.086, 5.740], [2.710, -0.546, 4.870], [1.299, -1.625, 4.885], [1.685, 1.873, 4.511], [0.680, 2.072, 3.078], [2.364, 1.558, 2.906], [-1.917, -0.366, 4.041], [-3.057, 1.438, 5.298], [-2.889, 3.768, 4.487], [-2.211, 5.354, 2.870], [-1.195, 5.910, 0.682], [-0.541, 4.087, -0.851], [-2.421, 3.269, -3.509], [-3.650, 3.943, -2.438], [-3.999, 2.470, -3.356], [-3.328, 1.192, -0.008], [-4.614, 1.897, -0.995], [-3.642, 2.937, 0.061], [1.061, 2.042, -2.113], [0.831, 2.306, -3.857], [1.058, 0.666, -3.228], [-2.520, 0.582, -3.654], [-0.967, -0.053, -4.195], [-1.557, 1.488, -4.845], [-1.025, -2.678, 2.318], [0.140, -3.761, 3.104], [0.175, -3.539, 1.350], [2.914, -1.327, 2.580], [2.586, -2.762, 1.601], [2.588, -2.885, 3.368]], "forces_ev_per_a": [[0.2, 0.9, 1.9], [0.0, 0.0, 0.1], [0.0, 0.0, 0.1], [0.0, 0.0, -0.1], [-0.1, 0.0, 0.0], [0.0, 0.1, 0.4], [0.0, 0.1, 0.0], [0.0, 0.0, -0.1], [0.0, -1.0, -1.4], [-0.1, 0.2, -0.1], [0.0, -0.2, 0.0], [-0.2, -0.8, -1.7], [1.0, -0.5, -0.2], [-0.5, -0.1, -0.2], [0.1, 0.0, 0.1], [0.0, 0.0, 0.0], [-0.1, 0.0, 0.0], [-0.1, 0.1, 0.0], [0.0, 0.0, -0.1], [0.0, 0.0, 0.0], [0.0, 0.0, 0.0], [0.1, 0.0, 0.0], [0.0, 0.0, -0.1], [0.0, 0.0, 0.0], [0.0, 0.0, 0.0], [0.0, 0.0, 0.0], [0.1, 0.0, 0.0], [0.0, 0.0, 0.1], [0.3, -0.1, -0.1], [-0.1, 0.0, -0.1], [-0.1, 0.1, 0.4], [0.1, 0.3, 0.9], [-0.1, -0.1, 0.3], [0.1, 0.0, -0.2], [-0.1, 0.1, 0.0], [0.0, -0.1, 0.1], [0.1, -0.1, -0.1], [0.0, 0.1, -0.1], [-0.1, 0.1, 0.1], [0.0, -0.2, 0.0], [-0.1, 0.5, -0.1], [-0.1, 0.5, 0.1], [-0.1, 0.6, -0.1], [-0.1, -0.3, -0.1], [0.0, 0.1, 0.0], [0.0, 0.0, 0.0], [0.1, -0.5, 0.2], [0.0, 0.1, 0.0], [-0.1, 0.1, -0.1], [-0.1, 0.0, 0.1], [-0.1, 0.1, -0.4], [0.0, 0.0, 0.1], [0.0, 0.0, 0.1], [0.0, 0.0, 0.0], [0.0, 0.0, 0.0], [0.0, 0.0, 0.0], [0.0, 0.0, 0.0], [0.0, 0.0, 0.0], [0.0, 0.0, 0.0], [0.1, 0.0, 0.0], [0.0, 0.0, 0.0], [0.0, 0.0, 0.0], [0.0, 0.0, 0.0], [0.0, 0.0, 0.0], [0.0, 0.0, 0.0], [0.0, 0.0, 0.0], [0.0, 0.0, 0.0], [0.0, 0.0, 0.0], [0.0, 0.0, 0.0], [0.0, 0.0, 0.0], [0.0, 0.0, 0.0], [0.0, 0.0, 0.0], [0.0, 0.0, 0.0], [0.0, -0.1, 0.0], [0.0, 0.0, 0.0], [0.0, 0.0, 0.0], [0.0, 0.0, 0.0], [0.0, 0.0, 0.0], [0.0, 0.0, 0.0], [0.0, 0.0, 0.0], [0.0, 0.0, 0.0], [0.0, 0.0, 0.0], [0.0, 0.0, 0.0]], "lowdin_charge": [1.40, 0.12, -0.31, -0.01, -0.06, -0.30, -0.06, -0.02, 0.56, -0.36, -0.33, -0.28, -0.51, 0.09, -0.13, -0.04, -0.10, 0.16, 0.10, 0.10, 0.12, 0.11, 0.11, 0.12, 0.11, 0.10, 0.12, -0.05, -0.13, 0.00, -0.39, -0.02, -0.24, -0.02, -0.06, -0.03, -0.17, -0.04, -0.07, -0.03, -0.24, -0.04, -0.42, -0.12, -0.04, -0.01, -0.13, -0.04, -0.05, -0.08, -0.16, -0.04, -0.05, 0.10, 0.10, 0.09, 0.10, 0.08, 0.10, 0.12, 0.11, 0.12, 0.12, 0.11, 0.12, 0.09, 0.10, 0.10, 0.10, 0.10, 0.10, 0.09, 0.10, 0.07, 0.09, 0.08, 0.10, 0.09, 0.10, 0.06, 0.09, 0.09, 0.09], "multiplicity": 1, "homo_ev": -9.82, "largest_force_ev_per_a": 2.12, "charge": 1, "lumo_ev": -1.724}


Entry 3:
{"formula": "C5H6O", "method": "ωB97M-V with the def2-TZVPD basis set", "symbols": ["C", "C", "C", "C", "C", "O", "H", "H", "H", "H", "H", "H"], "coordinates": [[-0.791, -0.695, 2.614], [-0.504, -0.702, 1.445], [-0.151, -0.615, 0.026], [0.574, 0.699, -0.276], [0.602, 1.043, -1.742], [0.114, 0.362, -2.612], [-1.053, -0.693, 3.649], [-1.054, -0.682, -0.591], [0.475, -1.466, -0.264], [0.092, 1.534, 0.251], [1.607, 0.679, 0.097], [1.105, 2.003, -1.988]], "forces_ev_per_a": [[0.1, 0.0, -0.4], [-0.1, 0.0, 0.5], [0.0, 0.0, 0.0], [0.0, 0.0, 0.0], [-0.1, -0.2, -0.2], [0.2, 0.3, 0.4], [0.1, 0.0, -0.2], [0.1, 0.0, 0.1], [-0.1, 0.1, 0.1], [0.1, -0.1, -0.1], [-0.1, 0.0, -0.1], [0.0, -0.1, 0.0]], "lowdin_charge": [0.11, -0.15, -0.21, -0.17, -0.26, 0.05, 0.02, 0.12, 0.13, 0.12, 0.13, 0.12], "e_above_lowest_kcal_mol": 41.3, "multiplicity": 1, "homo_ev": -9.89, "largest_force_ev_per_a": 0.51, "charge": 0, "lumo_ev": 0.927}